Density functional theory data (ωB97M-V/def2-TZVPD) for a molecular structure, C42H61FN5O4P2S2Ti.

Each line ends with the Mulliken charge.
CARTESIAN COORDINATES (ANGSTROEM)
Ti -0.30707 0.27974 0.19236  -1.256
F -1.17959 2.80206 6.38304  -0.406
C -1.56847 3.33654 5.18298  0.244
C -1.26546 2.65671 4.02944  -0.966
C -1.70226 3.17636 2.78509  1.506
C -1.36791 2.55077 1.56361  -0.034
O -0.63797 1.45686 1.61021  0.536
C -1.84846 3.10544 0.34110  -0.096
C -2.60176 4.23458 0.40045  -0.455
N -2.93419 4.85866 1.56881  0.299
C -3.77710 6.01396 1.53462  -0.418
C -5.15123 5.91328 2.13307  -0.377
C -4.98070 5.99518 0.64359  -0.996
C -2.47054 4.38263 2.79146  -0.199
C -2.71297 5.05685 3.96758  -0.892
C -2.25352 4.54106 5.19604  -1.316
N -2.50614 5.26765 6.39051  0.420
C -3.85569 5.31723 6.87704  -0.577
C -4.07978 6.63931 7.58931  -0.693
N -3.05647 6.74407 8.69127  -0.168
C -1.64492 6.62289 8.17088  -0.921
C -1.53017 5.30042 7.43436  -0.579
C -1.65766 2.53602 -1.03208  0.041
O -2.21755 3.00436 -2.00298  -0.729
O -0.86654 1.48964 -1.10121  -0.420
H -0.71656 1.73495 4.06866  0.712
H -2.98306 4.67711 -0.50672  0.836
H -3.25099 6.96131 1.64703  0.441
H -5.53819 6.77452 2.65590  0.281
H -5.42614 4.95467 2.54562  0.214
H -5.24030 6.91278 0.13929  0.252
H -5.16281 5.09644 0.07580  0.375
H -3.23845 5.99650 3.95632  0.688
H -4.07657 4.48618 7.57925  0.212
H -4.55675 5.22654 6.04539  0.451
H -5.06269 6.72530 8.05314  0.385
H -3.89344 7.48559 6.92493  0.364
H -3.21912 5.97335 9.35366  0.407
H -3.17538 7.61709 9.21519  0.351
H -0.98412 6.69711 9.03330  0.411
H -1.49408 7.47156 7.50035  0.360
H -1.64902 4.47155 8.15794  0.363
H -0.52671 5.21091 7.01441  0.479
C 1.69606 -2.98535 1.70648  -1.583
P 0.17865 -1.94967 1.69832  1.927
C -0.90900 -3.17424 0.82500  -0.445
N -1.55677 -4.06587 1.51480  0.006
C -2.33544 -4.96216 0.83808  0.013
C -3.07342 -5.92645 1.55621  -0.485
C -3.84172 -6.83131 0.88064  -0.563
C -3.90252 -6.80816 -0.53011  -0.561
C -3.19526 -5.87823 -1.23996  -0.416
C -2.39788 -4.93536 -0.55762  0.011
N -1.70468 -4.00159 -1.27283  -0.051
C -0.98989 -3.12926 -0.63061  -1.028
P -0.12943 -1.76569 -1.57520  1.850
C 1.50190 -2.47313 -1.93113  -1.393
C -0.94827 -1.65267 -3.23786  1.960
C -0.30743 -0.44419 -3.93467  -1.573
C -0.68556 -2.88953 -4.10826  -1.958
C -2.43853 -1.37131 -3.10171  -1.823
C -0.27105 -1.94224 3.51373  2.075
C -1.70807 -1.48994 3.73887  -1.937
C -0.02785 -3.27096 4.23150  -1.933
C 0.66077 -0.88660 4.11928  -1.595
H 1.43130 -4.03148 1.86491  0.475
H 2.37266 -2.67645 2.50150  0.642
H 2.22983 -2.88464 0.76214  0.279
H -3.00626 -5.92075 2.63347  0.464
H -4.41021 -7.57480 1.42150  0.390
H -4.51543 -7.53352 -1.04561  0.393
H -3.22499 -5.83420 -2.31851  0.468
H 1.43884 -3.53426 -2.18046  0.374
H 2.18057 -2.31756 -1.09225  0.197
H 1.95365 -1.91496 -2.75379  0.171
H 0.77237 -0.52928 -4.03210  0.290
H -0.50782 0.48871 -3.40569  0.034
H -0.74061 -0.37787 -4.93211  0.594
H 0.35662 -2.92091 -4.41970  0.334
H -1.28921 -2.79771 -5.01454  0.565
H -0.94423 -3.82272 -3.62272  0.208
H -2.61129 -0.43892 -2.56810  0.081
H -2.98332 -2.17571 -2.61049  0.279
H -2.84358 -1.25080 -4.10677  0.634
H -2.42230 -2.22475 3.37380  0.285
H -1.85824 -1.37340 4.81431  0.653
H -1.91338 -0.53476 3.25842  0.102
H -0.59857 -4.08234 3.79531  0.166
H -0.33149 -3.15535 5.27253  0.568
H 1.02611 -3.54057 4.23148  0.351
H 0.63324 0.05177 3.56571  -0.149
H 1.69484 -1.22643 4.14753  0.360
H 0.34962 -0.69163 5.14814  0.655
C -2.35297 -0.51719 0.50864  -1.305
H -2.63760 -1.26131 1.24716  0.464
H -2.76426 -0.85927 -0.44062  0.270
H -2.88908 0.41123 0.75958  0.503
C 3.29338 2.40200 1.26821  -1.543
C 2.52208 1.12172 1.62675  2.314
C 3.49482 0.09092 2.18490  -1.598
C 1.77884 0.60911 0.38934  -0.297
H 3.90262 2.75556 2.10152  0.460
H 2.61162 3.20219 0.98122  0.301
H 3.94292 2.22163 0.41058  0.168
H 1.79743 1.38591 2.41409  -0.651
H 4.25586 -0.14605 1.43880  0.375
H 2.99742 -0.84389 2.45004  0.093
H 3.99944 0.46187 3.07687  0.384
H 2.40154 -0.10636 -0.16710  0.587
H 1.64213 1.44635 -0.32151  0.584
C 5.99068 1.17761 -2.07123  -0.833
O 4.64628 1.56961 -2.25920  -0.244
C 3.71781 0.71554 -2.75048  0.385
S 4.11974 -0.89221 -3.08606  -0.414
S 2.19714 1.41605 -2.82156  -0.388
H 6.34823 1.74822 -1.21316  0.264
H 6.57520 1.44164 -2.95758  0.254
H 6.07378 0.10473 -1.88999  0.374

Results
Total charge: 0
E_HOMO (alpha / beta) (Ha): -0.19211 / -0.19269
Largest force on an atom (eV/A): 0.71
Kohn-Sham gap (alpha / beta) (eV): 3.48 / 3.49
Lowest unoccupied orbital energy (alpha / beta) (eV): -1.7 / -1.7
E_tot (Ha): -4640.080331
Energy above the lowest of the compared OMol25 structures with the same formula, charge and spin (kcal per mole): 10.48
Spin multiplicity: 2


Density functional theory data (ωB97M-V/def2-TZVPD) for 6 unconnected molecules or ions with the total composition C42H62N2O20PS.

Each line ends with the Mulliken charge.
CARTESIAN COORDINATES (ANGSTROEM)
C -5.43448 5.54255 2.46585  -1.027
C -4.47279 4.89204 3.49989  -0.244
S -3.11044 4.05951 2.59523  -0.183
C -1.71323 5.18841 2.89798  -0.765
N -0.53670 4.86080 2.08281  0.043
C -0.16221 5.63865 1.05568  0.100
C 0.95938 5.32804 0.34556  -0.209
P 1.44156 6.46869 -1.03010  0.509
N 0.34028 6.41996 -2.14807  -0.704
C 1.68909 4.17094 0.67661  0.963
C 2.94450 3.83969 -0.11899  -0.116
O 4.04947 4.06555 0.32185  -0.522
O 2.80996 3.24997 -1.33298  -0.426
C 1.27489 3.36442 1.72446  -0.282
C 1.97491 2.09740 2.16092  -0.895
C 2.04156 1.00147 1.05169  -0.478
O 1.25798 -0.09513 1.44735  -0.353
C 1.78483 -1.34240 0.96635  -0.944
C 1.71124 -1.48732 -0.56469  -0.017
O 1.09384 -2.72342 -0.95076  -0.517
C 1.79558 -3.31122 -1.99052  -0.066
C 1.98821 -2.67042 -3.19587  -0.624
C 2.71627 -3.23944 -4.21199  -0.015
C 3.28484 -4.49529 -4.09249  0.185
C 4.14787 -5.18138 -5.16638  2.689
C 4.89379 -4.14247 -6.07066  -1.647
C 5.30305 -5.91938 -4.39815  -2.114
C 3.41490 -6.28333 -5.98981  -2.278
C 1.99515 -5.95998 -6.51736  2.855
C 1.71274 -7.00328 -7.64346  -2.134
C 0.86384 -6.16772 -5.45195  -1.666
C 1.83783 -4.56932 -7.18643  -1.658
C 3.06066 -5.14474 -2.88245  -0.366
C 2.33261 -4.57229 -1.86640  -0.766
C 0.15183 3.76007 2.42227  -0.136
O -0.30086 3.06793 3.48911  -0.380
H -5.34425 5.01139 1.51599  0.205
H -5.16190 6.58858 2.28102  0.258
H -6.46983 5.49800 2.81542  0.393
H -4.02764 5.66445 4.13360  0.315
H -4.98352 4.15285 4.11349  0.405
H -1.42927 5.14976 3.95518  0.244
H -2.00509 6.22698 2.70424  0.503
H -0.78005 6.50248 0.82673  0.519
H 2.68705 6.06549 -1.57050  0.152
H 1.51939 7.77367 -0.48242  0.134
H -0.40470 5.76940 -1.92383  0.267
H 1.86343 3.20337 -1.54881  0.453
H 2.98392 2.37375 2.48932  0.496
H 1.39032 1.68175 2.98571  0.426
H 1.56789 1.44328 0.15476  0.147
H 3.07707 0.75322 0.78307  0.486
H 2.84857 -1.34166 1.26124  0.383
H 1.31880 -2.16240 1.51695  0.421
H 2.73954 -1.45967 -0.94722  0.414
H 1.16059 -0.65012 -1.02164  0.205
H 1.52828 -1.68532 -3.28903  0.364
H 2.83479 -2.66086 -5.12294  0.301
H 5.86773 -3.86508 -5.65997  0.359
H 5.07948 -4.64159 -7.03169  0.332
H 4.24059 -3.29313 -6.27579  0.340
H 4.87668 -6.83349 -3.96334  0.473
H 6.09544 -6.25336 -5.07755  0.442
H 5.69741 -5.29531 -3.58892  0.431
H 4.03146 -6.49945 -6.87626  0.481
H 3.40024 -7.21412 -5.40409  0.318
H 1.79517 -8.03781 -7.28759  0.450
H 0.78667 -6.79078 -8.18566  0.583
H 2.52580 -6.86135 -8.37800  0.417
H 0.24924 -7.02726 -5.75218  0.428
H 0.17834 -5.31068 -5.45550  0.258
H 1.24951 -6.36400 -4.44768  0.328
H 2.73670 -4.19801 -7.68629  0.152
H 1.40226 -3.84180 -6.49246  0.304
H 1.08123 -4.68252 -7.97733  0.475
H 3.45025 -6.13582 -2.67456  0.236
H 2.17918 -5.11825 -0.93563  0.415
H -0.94732 2.42154 3.14796  0.407
C -2.31763 3.36874 7.84395  -0.378
C -2.27903 3.99521 6.47160  -0.002
O -3.66610 4.07985 6.12293  -0.173
C -4.37954 4.09081 7.28419  0.428
O -5.54080 4.31918 7.34989  -0.527
O -3.58641 3.80805 8.34660  -0.260
H -1.50727 3.70617 8.48460  0.386
H -2.30894 2.27871 7.80817  0.322
H -1.85609 5.00403 6.48353  0.224
H -1.73371 3.38932 5.74981  -0.020
C -6.28437 2.15736 -0.99099  -0.318
C -7.70215 2.04091 -1.49641  -0.353
O -8.41170 2.93524 -0.63789  -0.320
C -7.52816 3.84346 -0.15977  0.622
O -7.82771 4.81859 0.44599  -0.493
O -6.24889 3.48796 -0.46807  -0.284
H -5.54417 2.03019 -1.77783  0.289
H -6.06881 1.45463 -0.18310  0.271
H -7.80914 2.38220 -2.52772  0.266
H -8.09702 1.03103 -1.41577  0.304
C 2.86806 -8.89042 -11.74598  -0.292
C 1.43245 -9.07767 -12.17431  -0.354
O 0.76291 -8.02068 -11.48505  -0.332
C 1.67798 -7.05312 -11.22213  0.738
O 1.41373 -5.97317 -10.80797  -0.515
O 2.93611 -7.48568 -11.49462  -0.326
H 3.57973 -9.18127 -12.51522  0.295
H 3.10348 -9.42572 -10.82373  0.251
H 1.29432 -8.94174 -13.24879  0.273
H 1.02886 -10.04548 -11.88580  0.293
C 3.79454 2.82560 6.82859  -0.404
C 3.21283 2.09021 5.64772  0.080
O 1.95813 1.62647 6.14375  -0.298
C 1.59834 2.44298 7.16935  0.621
O 0.52683 2.43902 7.68489  -0.531
O 2.61762 3.26580 7.51690  -0.321
H 4.41420 3.67094 6.53932  0.312
H 4.37130 2.17388 7.48653  0.270
H 3.02904 2.74741 4.79465  -0.117
H 3.83605 1.25805 5.32693  0.431
C -4.36362 3.47003 11.67681  0.022
C -5.83070 3.13849 11.80200  -0.328
O -6.01415 3.07334 13.21684  -0.328
C -5.03627 3.81855 13.79716  0.623
O -5.00198 4.10579 14.94628  -0.504
O -4.10164 4.19071 12.88080  -0.342
H -4.14465 4.07938 10.80417  0.110
H -3.73304 2.57759 11.65554  0.168
H -6.47306 3.92297 11.39702  0.287
H -6.09114 2.19244 11.33278  0.295

Results
Total charge: +1
E_HOMO (Ha): -0.37849
Largest force on an atom (eV/A): 2.44
Kohn-Sham gap (eV): 5.51
Lowest unoccupied orbital energy (eV): -4.8
E_tot (Ha): -3991.152872
Spin multiplicity: 1


Density functional theory data (ωB97M-V/def2-TZVPD) for 11 unconnected molecules or ions with the total composition C42H62N4O12.

Each line ends with the Mulliken charge.
CARTESIAN COORDINATES (ANGSTROEM)
C -14.08606 6.88273 17.55171  -0.333
N -15.15451 5.96449 16.93202  0.463
O -16.22210 5.81964 17.49559  -0.096
O -14.87325 5.35694 15.95077  -0.377
H -13.37491 6.95869 16.72915  0.073
H -13.71688 6.44485 18.47910  0.167
H -14.68494 7.79233 17.59723  0.103
C -15.24292 4.61685 12.40119  -0.394
N -16.46462 3.86158 12.94282  0.972
O -16.94980 4.36439 13.94754  -0.465
O -16.85767 2.88043 12.31985  -0.597
H -15.25374 4.86939 11.34090  0.373
H -14.31179 4.14195 12.71032  -0.171
H -15.17849 5.48979 13.05075  0.248
C -15.38587 8.10240 22.73422  -0.989
N -15.94782 7.63477 21.44466  0.917
O -15.44501 6.77824 20.77219  -0.334
O -17.06865 8.10142 21.26303  -0.571
H -15.98685 7.82514 23.60028  0.328
H -15.30516 9.18512 22.83061  0.309
H -14.36529 7.76305 22.91131  0.313
C -14.85104 11.76656 19.44634  -0.750
N -13.79029 10.76327 19.68751  0.806
O -12.64320 11.16781 19.80922  -0.802
O -14.09616 9.55738 19.80790  -0.641
H -14.52355 12.70993 19.88329  0.297
H -15.72182 11.35926 19.96010  0.191
H -15.04528 11.91169 18.38366  0.054
C -18.03538 7.18992 15.17302  -0.556
O -18.54935 8.33313 15.94410  -0.469
C -18.21669 8.25947 17.32259  0.811
C -18.73129 9.50485 18.14317  -0.495
O -18.64312 10.77573 17.53185  -0.291
C -18.99236 11.88927 18.32038  -0.776
H -18.67473 6.30798 15.21178  0.339
H -16.97274 7.00754 15.33316  0.070
H -18.15634 7.53145 14.14499  0.359
H -17.12686 8.25489 17.34096  -0.672
H -18.54361 7.26506 17.62652  0.259
H -18.28552 9.56873 19.13580  0.208
H -19.76159 9.33149 18.45386  0.344
H -18.45879 12.75661 17.93163  0.279
H -18.51234 11.74105 19.28770  0.308
H -20.07669 11.96327 18.40319  0.261
C -5.83038 8.85396 21.20031  -0.755
O -7.24114 8.64050 21.14275  -0.289
C -7.90555 9.16105 19.95025  -0.625
C -9.39718 9.28090 20.15691  0.044
O -10.04231 7.98720 20.30659  -0.454
C -11.44484 8.00712 20.40563  -0.244
H -5.47922 8.58070 22.19535  0.256
H -5.69449 9.93543 21.19282  0.314
H -5.30840 8.28775 20.42892  0.265
H -7.64892 8.44647 19.16820  0.322
H -7.51944 10.13924 19.66360  0.398
H -9.88778 9.66058 19.26066  -0.063
H -9.58221 9.99939 20.95543  0.308
H -11.82728 7.03601 20.71993  0.195
H -11.83112 8.20724 19.40621  0.002
H -11.76497 8.75366 21.13247  0.282
C -10.98716 5.57141 11.11775  -0.958
C -10.29469 6.76971 11.32728  -0.193
C -10.29275 7.42080 12.51151  -0.719
C -11.19806 6.90299 13.45178  -0.469
C -11.99844 5.77222 13.26480  0.083
C -11.86974 5.08348 12.07225  -0.222
H -10.93537 5.22842 10.09497  0.352
H -9.83544 7.22762 10.46367  0.332
H -9.77742 8.34397 12.73197  0.417
H -11.28187 7.36750 14.42317  0.402
H -12.65558 5.39821 14.03596  0.544
H -12.40111 4.15504 11.92377  0.453
C -16.27392 1.05989 18.76302  -0.290
C -16.47032 1.41213 20.06584  -0.609
C -15.80290 2.55911 20.50372  -0.291
C -14.89377 3.23032 19.69557  -0.594
C -14.61417 2.77337 18.44456  -0.045
C -15.34531 1.67483 17.94124  -0.404
H -16.92775 0.25249 18.46805  0.333
H -17.16584 0.93853 20.74286  0.367
H -16.03594 2.93635 21.48850  0.406
H -14.48829 4.11467 20.16452  0.333
H -13.83270 3.28033 17.89803  0.535
H -15.02756 1.29242 16.98249  0.233
C -12.81953 10.62549 16.31816  -0.071
C -11.43871 10.94378 16.57374  0.055
C -10.92165 12.20021 16.38183  -0.771
C -11.84460 13.21801 16.13680  -0.228
C -13.22962 12.94839 15.97500  -0.689
C -13.71203 11.62743 16.08303  -0.195
H -13.17845 9.62212 16.49368  -0.021
H -10.82298 10.15752 16.98492  0.200
H -9.85958 12.36584 16.48662  0.368
H -11.37621 14.18590 16.03577  0.349
H -13.86194 13.80866 15.81218  0.343
H -14.76559 11.39599 16.02977  0.627
C -12.47882 0.35125 13.39196  -0.444
C -13.23145 1.16938 14.22842  -0.470
C -12.66951 2.30263 14.70474  0.160
C -11.31985 2.70220 14.40997  -0.652
C -10.69169 1.94999 13.41048  -0.401
C -11.27911 0.79278 12.87931  -0.655
H -12.89664 -0.58616 13.05567  0.344
H -14.20993 0.95925 14.63440  0.384
H -13.26753 2.89537 15.38108  0.476
H -10.84061 3.54372 14.88808  0.501
H -9.87833 2.45538 12.91104  0.380
H -10.81037 0.10541 12.19069  0.380
C -19.46334 2.98929 18.43761  -0.685
C -20.76998 2.87627 19.00404  -0.532
C -21.04107 3.32955 20.26631  -0.394
C -20.03878 4.02640 20.95906  -0.507
C -18.79384 4.14639 20.41106  -0.387
C -18.48029 3.65362 19.17745  0.345
H -19.26251 2.58615 17.45600  0.454
H -21.43074 2.15061 18.55324  0.293
H -21.95481 3.05407 20.77186  0.348
H -20.26315 4.43277 21.93422  0.385
H -18.03136 4.71077 20.92730  0.369
H -17.47872 3.74301 18.78342  0.316

Results
Total charge: -1
E_HOMO (alpha / beta) (Ha): -0.04447 / -0.17945
Largest force on an atom (eV/A): 4.67
Kohn-Sham gap (alpha / beta) (eV): 3.28 / 6.95
Lowest unoccupied orbital energy (alpha / beta) (eV): 2.1 / 2.1
E_tot (Ha): -2758.906184
Spin multiplicity: 2


Which value of largest force on an atom does entry 2 give?
2.44 eV/A


What is the formula in the third record?
C42H62N4O12


Which of these has the lowest total charge?
C42H62N4O12